Entry 1:
Computed, not measured: an isolated molecule of C15H25N3O3S at a distorted geometry, with ωB97M-V/def2-TZVPD.

Results
- orbital gap (eV) = 9.394
- LUMO level (eV) = 0.7
- energy (Eh) = -1374.77048
- SMILES = CCCCSc1nnc([C@@H]2CCCN2C(=O)OC(C)(C)C)o1
- E_HOMO (Eh) = -0.31778

Structure (XYZ):
```
47
Properties=species:S:1:pos:R:3:nbo_charge:R:1
C 6.27910 0.85912 -0.83946 -0.61
C 5.96103 -0.20332 0.20601 -0.39
C 4.76094 0.15933 1.08252 -0.41
C 3.46499 0.18606 0.29031 -0.50
H 3.45113 0.97357 -0.45934 0.24
H 3.27124 -0.77194 -0.19106 0.22
S 2.05514 0.52371 1.41279 0.28
C 0.87805 0.87388 0.21088 0.28
N 1.03794 0.88370 -1.07777 -0.34
N -0.16419 1.19601 -1.60578 -0.29
C -0.98750 1.35443 -0.62729 0.49
O -0.38439 1.17957 0.57567 -0.43
C -2.43345 1.68205 -0.70264 -0.09
N -3.19942 0.90736 0.25540 -0.45
C -3.03051 -0.41407 0.50098 0.91
O -3.63114 -1.00119 1.36985 -0.66
O -2.13664 -0.93742 -0.35754 -0.55
C -1.72246 -2.32070 -0.24043 0.28
C -2.91586 -3.25225 -0.44616 -0.64
H -3.39304 -3.04068 -1.40074 0.21
H -2.57787 -4.28477 -0.44090 0.21
H -3.64187 -3.11116 0.34967 0.24
C -1.06856 -2.55786 1.12097 -0.65
H -0.24346 -1.86356 1.27046 0.21
H -0.68586 -3.57335 1.17213 0.21
H -1.79581 -2.41257 1.91535 0.24
C -0.70361 -2.49678 -1.36758 -0.62
H -1.17445 -2.30555 -2.32808 0.22
H 0.11756 -1.79400 -1.25070 0.22
H -0.30934 -3.50858 -1.35665 0.21
C -4.07809 1.72986 1.06584 -0.20
C -4.13689 3.04286 0.29278 -0.41
H -4.88211 2.97963 -0.50036 0.21
C -2.73731 3.13696 -0.31134 -0.39
H -2.02585 3.46769 0.44709 0.21
H -2.67867 3.80609 -1.16647 0.23
H -4.37310 3.88986 0.93263 0.22
H -3.64861 1.87072 2.06490 0.19
H -5.04645 1.23896 1.17572 0.22
H -2.75675 1.46564 -1.72948 0.23
H 4.92484 1.13653 1.54123 0.21
H 4.66936 -0.57463 1.88640 0.21
H 6.82932 -0.33471 0.85492 0.21
H 5.77031 -1.15729 -0.28982 0.20
H 5.47685 0.94623 -1.56717 0.21
H 7.19077 0.59912 -1.37185 0.21
H 6.42471 1.82745 -0.36585 0.20
```

---

Entry 2:
Computed, not measured: a 2-piece molecular cluster, C4H13NOS overall at a distorted geometry, with ωB97M-V/def2-TZVPD.

Results
- orbital gap (eV) = 8.917
- LUMO level (eV) = 0.9
- energy (Eh) = -688.32941
- SMILES = CSCCCN.O
- E_HOMO (Eh) = -0.29622

Structure (XYZ):
```
20
Properties=species:S:1:pos:R:3:nbo_charge:R:1
C -0.74680 1.62580 -1.86174 -0.22
C -0.51026 1.66708 -0.37293 -0.41
C -0.53376 0.24857 0.28485 -0.63
S -0.34394 0.29586 1.93660 0.24
C 1.48938 0.01389 1.99632 -0.73
N 0.08271 0.68076 -2.57555 -0.85
H -0.48642 2.57887 -2.27629 0.17
H -1.80282 1.50383 -2.13866 0.18
H -1.24823 2.35346 0.09880 0.21
H 0.42895 2.12494 -0.05294 0.19
H 0.21209 -0.32835 -0.29001 0.24
H -1.59448 -0.11264 -0.12392 0.23
H 1.72354 -0.33739 2.99988 0.23
H 1.74353 -0.59812 1.12034 0.22
H 2.03170 1.02876 1.82739 0.21
H 1.01578 0.67521 -2.14489 0.35
H 0.11278 0.81240 -3.54151 0.36
H 0.51050 -4.42428 -0.02422 0.48
H 0.34499 -4.49633 -1.62539 0.47
O 0.46760 -3.95144 -0.88305 -0.96
```

---

Entry 3:
Computed, not measured: a 2-piece molecular cluster, C3H7NO3 overall at a distorted geometry, with ωB97M-V/def2-TZVPD.

Results
- orbital gap (eV) = 10.528
- LUMO level (eV) = -0.3
- energy (Eh) = -398.83719
- SMILES = C=C(C)[N+](=O)[O-].O
- E_HOMO (Eh) = -0.39811

Structure (XYZ):
```
14
Properties=species:S:1:pos:R:3:nbo_charge:R:1
C 0.55344 -1.15363 0.47320 -0.65
C 0.57183 0.90590 -0.87277 -0.37
C 0.13657 -0.29045 -0.64835 0.09
N -0.66120 -0.95232 -1.60846 0.50
O -0.06454 -1.89811 -2.12740 -0.37
O -1.74137 -0.48964 -1.92144 -0.34
O -0.84065 1.99278 2.31293 -0.94
H 1.11008 -2.08550 0.21537 0.26
H -0.40669 -1.43719 1.08475 0.22
H 1.15331 -0.55313 1.09912 0.22
H 1.30107 1.36888 -0.09196 0.22
H -0.59810 0.98737 2.46476 0.47
H 0.23129 1.47441 -1.70166 0.23
H -0.74505 2.13060 1.32192 0.47
```

---

Entry 4:
Computed, not measured: an isolated molecule of C27H30N4O2, with ωB97M-V/def2-TZVPD.

Results
- orbital gap (eV) = 9.090
- LUMO level (eV) = 0.8
- energy (Eh) = -1416.42359
- SMILES = CN(CCc1ccccn1)C(=O)C[C@H]1C(=O)NCCN1Cc1ccc(-c2ccccc2)cc1
- E_HOMO (Eh) = -0.30633

Structure (XYZ):
```
63
Properties=species:S:1:pos:R:3:nbo_charge:R:1
C -0.61664 -1.00724 -1.86267 -0.42
N -0.34244 -1.11030 -0.44916 -0.46
C 0.78510 -0.62384 0.12624 0.74
O 1.06834 -0.85754 1.28790 -0.66
C 1.66978 0.22624 -0.76407 -0.53
H 2.21067 -0.44172 -1.44092 0.28
H 1.07940 0.90648 -1.37130 0.23
C 2.71265 0.98669 0.05110 -0.14
N 2.17843 2.09112 0.83487 -0.44
C 3.25462 2.72747 1.55406 -0.21
C 4.27301 3.38202 0.61039 -0.23
N 4.58913 2.47166 -0.46752 -0.62
C 3.88280 1.38613 -0.85170 0.66
O 4.21066 0.74511 -1.83231 -0.63
H 5.35984 2.72180 -1.07303 0.40
H 5.19050 3.63325 1.15215 0.20
H 3.85773 4.31248 0.19745 0.18
H 2.84441 3.47890 2.23270 0.21
H 3.75106 1.95946 2.15319 0.21
C 1.30361 3.00777 0.12415 -0.24
C -0.11264 2.48771 0.10430 -0.03
C -0.61490 1.81407 1.21033 -0.21
C -1.88947 1.28584 1.19024 -0.14
C -2.69829 1.41772 0.06382 -0.07
C -2.20726 2.13025 -1.02675 -0.21
C -0.93090 2.66061 -1.00400 -0.22
H -0.56192 3.20306 -1.86497 0.21
H -2.83213 2.27468 -1.89662 0.21
C -4.03006 0.79725 0.01916 -0.06
C -4.87639 0.83837 1.12460 -0.20
C -6.12289 0.24220 1.08000 -0.21
C -6.54271 -0.41142 -0.06653 -0.22
C -5.70870 -0.46132 -1.17093 -0.22
C -4.46457 0.13995 -1.12994 -0.16
H -3.81347 0.08812 -1.99090 0.20
H -6.02954 -0.97218 -2.06751 0.21
H -7.51570 -0.87896 -0.09976 0.21
H -6.77160 0.28855 1.94278 0.21
H -4.56000 1.35942 2.01639 0.21
H -2.25171 0.73335 2.04439 0.21
H 0.02150 1.67631 2.06957 0.24
H 1.30751 3.96018 0.66633 0.21
H 1.64350 3.21302 -0.90484 0.18
H 3.11838 0.26766 0.78014 0.25
C -1.11256 -2.08100 0.29483 -0.21
H -2.17784 -1.91623 0.10806 0.20
H -0.89927 -1.90990 1.35193 0.24
C -0.71718 -3.52327 -0.08117 -0.44
C 0.76736 -3.67434 0.07954 0.22
N 1.50391 -3.28385 -0.95381 -0.46
C 2.82047 -3.30604 -0.84007 0.04
C 3.47903 -3.72287 0.30410 -0.27
C 2.71267 -4.14387 1.37973 -0.16
C 1.33442 -4.12044 1.26794 -0.24
H 0.70498 -4.42753 2.08918 0.21
H 3.18315 -4.47629 2.29415 0.21
H 4.55673 -3.71331 0.35291 0.22
H 3.36894 -2.96511 -1.70940 0.20
H -1.25227 -4.21990 0.56416 0.22
H -0.98429 -3.71433 -1.12098 0.22
H -1.58315 -1.46654 -2.05897 0.21
H 0.14571 -1.52268 -2.45158 0.22
H -0.66948 0.03717 -2.17141 0.21
```

---

Entry 5:
Computed, not measured: C30H44HfN4P2Si as an isolated structure at a distorted geometry, with ωB97M-V/def2-TZVPD.

Results
- orbital gap (eV) = 5.566
- LUMO level (eV) = -8.0
- energy (Eh) = -2407.94736
- net charge = +2
- E_HOMO (Eh) = -0.49855

Structure (XYZ):
```
82
Properties=species:S:1:pos:R:3:lowdin_charge:R:1
Hf -0.13533 1.26168 0.70280 1.25
C -1.89937 1.81263 -3.31648 -0.08
C -1.75194 0.45412 -3.15385 -0.13
C -0.82006 -0.35055 -4.01900 -0.15
C 0.63283 0.15982 -4.14022 -0.16
C 1.11832 0.88438 -2.92148 -0.13
C 0.85435 2.14804 -2.56370 -0.12
C 0.21977 3.14910 -3.47046 -0.15
C -1.07152 2.67649 -4.18412 -0.14
C 0.76917 2.92992 1.88153 -0.30
H -2.78269 2.32128 -2.94016 0.13
H -2.50606 -0.15289 -2.62491 0.13
H -1.26602 -0.47293 -5.02958 0.15
H -0.79386 -1.37140 -3.61367 0.10
H 1.25837 -0.73787 -4.31611 0.13
H 0.77800 0.73234 -5.07344 0.13
H 1.85297 0.32813 -2.33333 0.06
H 1.31544 2.55535 -1.65643 0.09
H 0.92336 3.45841 -4.25784 0.14
H 0.02886 4.07788 -2.92492 0.12
H -1.64566 3.57506 -4.49344 0.14
H -0.77614 2.11108 -5.07652 0.12
H 0.00250 3.49221 2.46096 0.01
H 1.31851 3.63664 1.21972 0.00
H 1.49623 2.50219 2.62375 0.01
P 1.56261 -0.55323 0.14584 1.06
P -1.25965 -1.44992 0.71783 1.03
N 3.24192 0.21115 -0.53361 -0.20
N 2.58002 -1.65065 1.25377 -0.22
N -2.15071 0.00020 -0.13621 -0.21
N -2.82181 -2.17893 0.91629 -0.26
C 0.91033 -1.81527 -1.02652 -0.34
C -0.53640 -2.29843 -0.71528 -0.32
C 3.45880 1.57885 -0.39267 -0.20
C 4.55486 1.95920 -1.15124 -0.06
C 5.07224 0.78072 -1.76236 -0.05
C 4.25508 -0.27199 -1.36582 -0.13
C 3.44749 -1.13805 2.22463 -0.15
C 4.34302 -2.12779 2.62864 -0.04
C 4.00822 -3.31576 1.89583 -0.04
C 2.91623 -2.99312 1.08992 -0.15
C -3.06478 0.86922 0.46400 -0.11
C -2.82017 2.15918 0.06240 -0.02
C -1.64637 2.17230 -0.76971 -0.21
C -1.39732 0.76079 -1.04649 -0.39
C -4.01132 -1.98967 0.20173 -0.14
C -5.01924 -2.70653 0.81472 -0.03
C -4.42298 -3.40394 1.93038 -0.04
C -3.08240 -3.08191 1.95604 -0.14
H 1.60836 -2.65788 -1.00158 0.07
H 0.97731 -1.44123 -2.05607 0.06
H -1.23267 -2.22914 -1.56813 0.09
H -0.54523 -3.36018 -0.39483 0.12
H 2.89248 2.16019 0.33197 0.07
H 4.92424 2.97742 -1.23928 0.11
H 5.94627 0.72332 -2.40374 0.12
H 4.37935 -1.33842 -1.51964 0.12
H 3.33444 -0.11485 2.54714 0.11
H 5.15183 -2.01790 3.33085 0.11
H 4.49032 -4.28342 1.95806 0.11
H 2.36108 -3.62789 0.42005 0.09
H -3.78403 0.49750 1.17281 0.13
H -3.40803 3.03802 0.31577 0.14
H -1.37792 2.97300 -1.46202 0.12
H -0.48556 0.27962 -1.42046 0.06
H -4.02268 -1.37300 -0.68444 0.11
H -6.04898 -2.75035 0.48829 0.11
H -4.90186 -4.10609 2.60166 0.12
H -2.26443 -3.39977 2.58829 0.11
C -0.06785 -1.43701 3.77968 -0.24
Si -0.89959 0.20888 3.25795 0.43
C -2.69061 -0.10275 3.86108 -0.22
C -0.26569 1.44168 4.57649 -0.24
H -0.38319 -2.29948 3.17392 -0.02
H -0.36596 -1.62315 4.82479 0.05
H 1.02568 -1.35146 3.72306 0.01
H -2.63794 -0.38560 4.92827 0.05
H -3.32086 0.79458 3.78064 0.03
H -3.18384 -0.92814 3.32985 0.00
H -0.68617 1.13057 5.54588 0.04
H 0.82912 1.43446 4.65900 0.03
H -0.58507 2.47103 4.37353 0.02
```

---

Entry 6:
Computed, not measured: an isolated molecule of CH2O2S2 at a distorted geometry, with ωB97M-V/def2-TZVPD.

Results
- orbital gap (eV) = 9.325
- LUMO level (eV) = -0.3
- energy (Eh) = -986.01539
- SMILES = OOC(=S)S
- E_HOMO (Eh) = -0.35463

Structure (XYZ):
```
7
Properties=species:S:1:pos:R:3:nbo_charge:R:1
C 0.17914 0.07678 0.24256 -0.11
O -1.97448 -1.11245 0.31194 -0.41
O -0.55568 -1.30476 0.41619 -0.30
S -0.38419 1.54276 0.29268 0.10
S 1.84010 -0.47292 0.15346 0.10
H -2.02434 -1.10793 -0.64663 0.46
H 2.02236 0.77015 -0.34091 0.16
```

---

Entry 7:
Computed, not measured: C6H10 as an isolated structure, with ωB97M-V/def2-TZVPD.

Results
- orbital gap (alpha / beta) (eV) = 7.789 / 7.789
- LUMO level (alpha / beta) (eV) = 0.4 / 0.4
- energy (Eh) = -234.42834
- E_HOMO (alpha / beta) (Eh) = -0.27249 / -0.27247

Structure (XYZ):
```
16
Properties=species:S:1:pos:R:3:nbo_charge:R:1
C 1.03923 1.72159 -0.10319 -0.35
C -0.23445 0.28462 -1.21306 -0.15
C 0.34037 -0.95995 -1.17499 -0.45
C -0.60234 -1.47392 0.70804 -0.36
C -0.51182 -0.24653 1.39314 -0.50
C -0.18843 1.08436 0.01871 -0.29
H 1.91923 1.17911 -0.43339 0.19
H 1.18376 2.76435 0.17576 0.19
H -0.83803 0.63513 -2.04548 0.22
H 0.26683 -1.62523 -2.03433 0.21
H 1.23811 -1.10623 -0.57667 0.22
H 0.10487 -2.27119 0.91562 0.21
H -1.56691 -1.81576 0.34303 0.20
H 0.32118 -0.11471 2.08105 0.21
H -1.44148 0.19032 1.75284 0.22
H -1.03011 1.75404 0.19291 0.23
```

---

Entry 8:
Computed, not measured: C20H40Cl10F6NO9S2V as an isolated structure at a distorted geometry, with ωB97M-V/def2-TZVPD.

Results
- orbital gap (alpha / beta) (eV) = 5.974 / 6.276
- LUMO level (alpha / beta) (eV) = -5.9 / -5.6
- multiplicity = 2
- energy (Eh) = -8459.13387
- net charge = +1
- E_HOMO (alpha / beta) (Eh) = -0.43513 / -0.43513

Structure (XYZ):
```
89
Properties=species:S:1:pos:R:3:mulliken_spin:R:1
O 3.51846 1.47438 -1.29911 -0.21
V 2.58709 2.56761 -0.71874 1.22
C 2.22022 -1.24621 0.26244 0.00
F 1.93129 -2.50679 0.11088 0.00
F 2.27911 -0.89592 1.53313 0.00
F 3.41531 -0.94241 -0.25639 0.00
S 0.95748 -0.22063 -0.68250 0.00
O 1.46547 -0.12484 -2.00510 0.00
O -0.31046 -0.82282 -0.49038 0.00
N 1.12768 1.32796 0.01117 -0.02
S 0.20941 1.57635 1.36004 0.02
O -0.14270 0.45716 2.14106 0.00
O 0.89533 2.66226 2.01923 0.00
C -1.40088 2.29624 0.75535 0.00
F -1.94517 1.52190 -0.16388 0.00
F -2.20658 2.40953 1.78440 0.00
F -1.17470 3.49286 0.22131 0.00
C 0.88913 -3.88104 -2.78076 0.00
O 0.46887 -3.79594 -4.10818 0.00
C 1.50121 -4.13231 -5.02477 0.00
C 1.01044 -3.92046 -6.43077 0.00
O 2.09086 -4.17509 -7.30922 0.00
C 1.74896 -4.06146 -8.64794 0.00
H 1.67674 -4.63616 -2.64959 0.00
H 0.09485 -4.11110 -2.07341 0.00
H 1.36287 -2.92568 -2.49994 0.00
H 1.72216 -5.20084 -4.89225 0.00
H 2.42569 -3.58737 -4.78559 0.00
H 0.60019 -2.92226 -6.64382 0.00
H 0.24244 -4.68446 -6.63135 0.00
H 1.41458 -3.04137 -8.90110 0.00
H 0.96364 -4.75193 -8.99010 0.00
H 2.61470 -4.26393 -9.27645 0.00
C 1.20084 5.27866 0.52758 0.00
O 1.26739 4.26619 -0.50934 -0.01
C 0.66306 4.72652 -1.72479 0.00
C 0.52059 3.55849 -2.65418 0.00
O 1.78871 2.88681 -2.63752 0.00
C 2.05653 2.12360 -3.83220 0.00
H 0.18584 5.37324 0.90279 0.00
H 1.56505 6.25506 0.20715 0.00
H 1.79983 4.95785 1.37727 0.00
H 1.29100 5.48208 -2.20238 0.00
H -0.30901 5.16135 -1.49352 0.00
H 0.38245 3.91586 -3.67424 0.00
H -0.32019 2.91376 -2.39571 0.00
H 1.29954 1.35354 -3.94787 0.00
H 3.05244 1.69524 -3.78963 0.00
H 2.04738 2.77171 -4.71243 0.00
Cl -2.37794 0.83622 8.62061 0.00
C -3.17126 0.57348 7.02288 0.00
C -2.24836 0.91866 5.88976 0.00
Cl -1.67043 2.61012 5.94172 0.00
H -4.06600 1.18058 7.10985 0.00
H -3.43413 -0.47956 6.99030 0.00
H -2.74011 0.85889 4.92223 0.00
H -1.41909 0.21629 5.84874 0.00
Cl -6.08022 -2.03566 2.15773 0.00
C -4.39210 -1.42808 2.02976 0.00
C -3.46343 -2.28050 2.82263 0.00
Cl -3.59544 -1.99787 4.58665 0.00
H -4.45104 -0.41498 2.41048 0.00
H -4.12044 -1.46345 0.97919 0.00
H -2.43324 -1.97186 2.62130 0.00
H -3.45671 -3.35340 2.66588 0.00
Cl -3.75013 -1.37131 -3.48931 0.00
C -2.03387 -1.85946 -3.57881 0.00
C -1.23657 -0.93555 -4.44443 0.00
Cl -1.20873 0.74312 -3.82897 0.00
H -2.06615 -2.82281 -4.07969 0.00
H -1.61244 -1.94494 -2.58363 0.00
H -1.52707 -0.94922 -5.48950 0.00
H -0.20347 -1.28650 -4.40932 0.00
Cl -0.48007 -3.02679 5.29095 0.00
C 1.03323 -3.90172 5.03743 0.00
C 0.93896 -5.11755 4.17854 0.00
Cl 0.06735 -6.44060 5.00674 0.00
H 1.52862 -4.06662 5.98919 0.00
H 1.71913 -3.22653 4.51464 0.00
H 1.95126 -5.48663 4.01861 0.00
H 0.45998 -4.95281 3.22054 0.00
Cl 0.23366 6.76570 3.45833 0.00
C 0.16910 5.69586 4.87827 0.00
C 1.43794 4.92728 5.11243 0.00
Cl 2.80486 5.96028 5.53345 0.00
H -0.65855 5.00006 4.78127 0.00
H -0.10288 6.27935 5.75747 0.00
H 1.65948 4.36926 4.20697 0.00
H 1.25118 4.22401 5.92051 0.00
```